8
Properties=species:S:1:pos:R:3:forces:R:3:mulliken_charge:R:1 method="wB97M-V/def2-TZVPD" e_lumo_ev="-24.0 / -23.3" total_charge=+4 orbital_gap_ev="7.54 / 7.56"
C 0.23569 -1.95098 0.57240 0.9 -5.6 3.1 0.58
Li 1.62079 3.07965 -0.31843 1.1 1.4 0.0 0.98
C 0.30412 0.38639 -0.64627 5.9 2.7 1.0 0.73
C 0.03622 -0.90144 -0.23720 -1.9 1.2 -1.7 0.39
Tl -2.79088 0.84334 0.09406 -7.4 2.1 0.6 1.54
O -0.94779 0.27886 -0.06616 4.0 -3.1 0.0 -0.19
O 0.36499 -2.92245 1.15077 -0.2 2.5 -1.4 0.29
O 1.17687 1.18663 -0.54916 -2.5 -1.3 -1.6 -0.33

***

91
Properties=species:S:1:pos:R:3:forces:R:3:mulliken_charge:R:1 method="wB97M-V/def2-TZVPD" e_lumo_ev=2.2 total_charge=-1 orbital_gap_ev=6.79
C -1.60150 -2.09287 -1.55994 0.4 0.0 0.1 -1.20
C -0.42873 -2.93887 -1.14022 0.0 -0.1 -0.1 -0.03
H 2.78215 3.28387 -2.07943 0.1 0.0 0.0 0.38
C -0.39619 2.82253 -0.97233 -0.6 0.5 -1.0 1.14
H -1.20708 -1.82911 4.90540 0.0 0.0 0.0 0.30
C 1.77801 -4.49735 -0.41660 -0.1 0.0 0.0 -0.57
H 2.04564 1.71417 -2.38168 0.0 0.0 0.0 0.44
C 2.21200 -2.19411 3.13704 0.1 0.0 0.0 1.24
C -0.23719 -1.93085 4.42999 0.0 0.0 0.0 -0.65
C -0.82866 4.56791 -3.21046 0.0 0.0 0.0 -0.66
H 2.56940 -3.98828 -2.35201 0.0 0.0 0.0 0.39
C -1.89348 -1.09592 -5.01164 0.0 0.0 0.0 -0.38
H 1.26196 0.92103 -5.91548 0.0 0.0 0.0 0.40
C 3.50650 -2.39732 2.37555 -0.1 0.1 0.0 -2.03
N 2.39197 2.11219 -0.35930 0.1 -0.1 -0.3 1.15
H 3.44816 2.77883 1.33545 0.0 0.0 0.0 0.23
Ca 0.25393 1.80714 1.04829 1.6 -0.7 0.1 2.22
S -1.17189 -0.30013 -1.43195 0.3 0.1 -0.6 0.89
C -2.18367 0.25638 -2.89465 0.2 -0.1 0.1 -1.26
C -1.89113 4.20337 -2.38896 0.1 -0.1 0.0 -0.57
C -2.53856 0.70328 1.89849 0.2 0.1 0.0 0.19
C -0.56641 -4.42577 4.45063 0.0 0.1 0.0 -1.80
N -1.78402 1.78886 2.04242 -1.1 0.2 0.1 0.33
C -2.31972 3.00410 2.15859 0.3 -0.2 0.0 -0.04
H 3.51780 0.08760 2.76322 0.1 0.0 0.0 0.54
C -1.50062 -0.03918 -4.19100 0.1 -0.2 0.1 0.03
H -0.07401 1.53998 -3.92309 0.0 -0.1 0.0 0.32
H 4.22477 3.18340 -0.21972 0.0 0.0 0.0 0.37
H 0.74113 -4.80932 1.43847 -0.1 0.0 -0.2 0.45
O -0.09340 3.77829 2.02364 -0.7 0.6 0.4 -0.87
C 0.71446 -4.33241 0.46394 0.0 -0.1 -0.1 -0.23
H -4.50186 -0.11317 1.75782 0.0 0.0 0.0 0.57
C 0.63778 3.21090 -1.84701 0.0 -0.1 0.0 0.19
C 1.71173 -0.91817 3.46402 0.1 0.0 -0.2 1.38
H -5.57206 2.15550 1.98485 0.0 0.0 0.0 0.41
O -1.73699 5.28126 2.44723 0.0 -0.1 0.0 -0.81
C 2.01894 2.58227 -1.71725 -0.1 0.0 0.1 -1.80
O 2.00405 1.38147 2.89229 0.1 0.0 -0.2 -0.64
C 0.47551 -0.78185 4.11982 -0.1 0.2 0.1 1.29
C -1.16091 -1.43281 -6.14507 0.0 0.1 0.0 -0.73
C -1.29835 4.15675 2.21833 0.4 0.0 0.1 0.09
H -0.59688 -5.11863 3.60796 0.0 0.0 0.0 0.35
H -2.52058 3.12354 -0.66936 0.1 0.0 0.0 0.17
C 0.64283 -3.10423 -2.02013 0.0 0.0 0.0 0.02
C 1.46209 -3.30924 3.46836 0.0 0.0 0.1 -0.99
H 1.27763 4.36090 -3.56229 0.0 0.0 0.0 0.34
H 3.33343 0.46052 0.54388 0.0 0.0 0.0 0.30
H -0.98280 5.23485 -4.05332 0.0 0.0 0.0 0.33
H -1.18594 -3.37368 0.81237 0.0 0.0 0.0 0.12
H -3.14447 -0.25269 -2.78088 0.0 0.1 -0.1 0.63
C -0.01268 -0.72024 -6.46402 0.0 0.0 0.1 -0.47
C -1.65809 3.36699 -1.29639 0.2 0.0 -0.1 -1.25
C -3.91770 0.78806 1.87871 -0.1 0.1 0.1 -0.87
H -2.29406 1.32769 -2.72773 0.0 0.0 0.0 0.13
H -2.79171 -1.65432 -4.76741 0.0 0.0 0.0 0.40
C 0.23000 -3.19425 4.10538 0.0 -0.1 0.0 0.62
H 0.61560 -2.60920 -2.98525 0.0 0.0 0.1 0.30
O -0.52278 -0.43502 1.38852 -0.7 -0.1 0.4 -0.16
H -0.91310 0.41549 5.22122 -0.1 0.0 0.0 0.41
H 3.73248 -3.46131 2.31287 0.0 0.0 0.0 0.37
C 0.43946 4.07419 -2.92779 0.0 0.0 0.1 -0.40
H 2.34623 0.07533 -0.88004 0.0 0.1 0.0 0.12
C -4.49359 2.05048 2.01158 0.0 -0.1 0.0 -0.46
C 1.74112 -3.87582 -1.66030 -0.1 0.1 0.0 -0.77
H 3.95076 0.83608 -1.06951 0.1 0.0 0.0 0.38
H -0.11181 -4.95077 5.29412 0.0 0.0 0.0 0.38
C -1.75224 -0.59698 1.69857 0.3 0.0 -0.2 0.30
H 1.83186 -4.29376 3.19707 0.0 0.1 0.1 0.40
C -3.69213 3.17558 2.15874 -0.2 0.0 0.0 -0.63
C 3.04194 0.79968 -0.45126 0.0 0.1 0.1 -1.12
H -2.46697 -2.22676 -0.90977 0.0 -0.1 0.0 0.54
C -0.10887 0.55506 4.50098 0.2 -0.2 0.0 -1.72
H 2.76713 4.05554 0.32744 0.0 0.0 0.0 0.36
H -4.09378 4.17492 2.25377 0.0 0.0 0.0 0.56
O -2.38146 -1.65613 1.81917 0.1 0.1 -0.1 -0.89
C 0.37470 0.35128 -5.66513 -0.1 0.0 0.0 -0.76
H 3.42622 -2.01727 1.35384 0.0 0.0 0.0 0.27
C -0.36437 0.69359 -4.54165 0.0 0.1 0.0 0.54
H 4.35567 -1.90497 2.85349 0.0 0.0 0.0 0.50
H -1.48905 -2.24901 -6.77814 0.0 0.0 0.0 0.37
C 3.26308 3.08287 0.30428 -0.2 0.0 0.0 -1.34
H 0.64046 1.22311 4.92389 0.0 0.0 0.0 0.45
C -0.37996 -3.55218 0.10971 0.0 0.1 0.0 -0.24
O 0.27026 -0.20488 -1.83365 -0.4 0.0 0.2 -0.54
H 2.63042 -5.10857 -0.13550 0.0 0.0 0.0 0.40
H 0.57963 -0.99987 -7.32793 0.0 0.0 0.0 0.39
H -2.89059 4.57546 -2.59822 0.0 0.0 0.0 0.43
H -1.85259 -2.29169 -2.60074 0.0 0.0 0.0 0.53
C 2.46146 0.25778 3.01305 -0.3 -0.2 0.3 -1.21
H -1.59080 -4.16895 4.72137 0.0 0.0 0.0 0.37
H -0.51494 1.06777 3.62852 0.1 -0.1 0.2 0.33

***

11
Properties=species:S:1:pos:R:3:forces:R:3:mulliken_charge:R:1 method="wB97M-V/def2-TZVPD" e_lumo_ev=-0.2 smiles="C/C=C(/F)C=O" orbital_gap_ev=9.36
H -0.62121 -1.98111 -0.07881 -0.9 0.5 0.1 0.34
H -2.92848 -0.72667 -0.63550 1.8 0.6 0.2 0.31
C 0.50927 -0.38100 0.05607 0.0 0.0 -1.8 0.39
H -2.03721 0.99496 -0.51866 -0.3 -3.5 2.2 0.24
O 0.06137 1.82792 0.17418 3.9 -1.9 -1.7 -0.48
F 1.54157 -1.26740 0.05613 0.0 -0.4 0.1 -0.28
H -2.64617 -0.39182 0.98581 1.4 1.4 -1.3 0.24
C 1.00510 1.01104 -0.17650 -5.1 3.6 2.8 -0.03
H 1.98728 1.51172 -0.46625 -0.9 -1.6 0.1 0.33
C -2.10440 -0.18556 -0.03034 -1.8 1.0 -1.1 -0.83
C -0.76320 -0.88179 -0.04678 1.9 0.4 0.4 -0.23

***

17
Properties=species:S:1:pos:R:3:forces:R:3:mulliken_charge:R:1 method="wB97M-V/def2-TZVPD" e_lumo_ev="0.6 / -1.3" s2=2.006 orbital_gap_ev="4.83 / 8.20" multiplicity=3
C 1.87484 0.58735 0.33428 -0.2 1.6 -0.8 -0.26
H 1.66668 1.72687 0.18454 0.6 -1.8 0.5 0.19
Br -3.24946 2.34923 0.14159 0.1 1.1 0.8 -0.09
O -0.97566 -1.62160 -0.08304 0.0 0.4 -0.1 -0.25
O 1.00778 -1.12358 -1.16587 2.2 1.6 -2.2 -0.25
H 0.12474 0.10530 1.74334 0.2 -0.1 0.0 0.58
H 2.78834 0.48221 0.95876 -0.6 0.0 0.0 0.30
C 2.08422 -0.02646 -1.06630 -3.4 0.7 -0.2 -0.47
C 0.62618 -0.08599 0.80807 1.4 4.5 2.9 -0.71
C -2.49293 0.61342 0.50602 2.4 1.5 -0.1 0.15
Cl -2.72295 -0.07591 2.08132 0.3 0.5 0.9 -0.09
H -1.16671 -2.35910 -0.69700 0.9 0.8 0.3 0.28
H 1.91340 0.68400 -1.88410 -0.3 -0.1 0.3 0.24
C 0.28170 -1.05663 -0.09441 -1.9 -6.9 -0.5 0.17
H -1.37132 0.74095 0.22666 -1.9 -0.4 0.9 -0.11
H 2.95395 -0.49939 -1.31564 2.4 -1.4 0.0 0.34
Br -3.34279 -0.44067 -0.67825 -2.0 -2.2 -2.7 -0.02

***

89
Properties=species:S:1:pos:R:3:forces:R:3:mulliken_charge:R:1 method="wB97M-V/def2-TZVPD" e_lumo_ev=-2.3 total_charge=+1 orbital_gap_ev=9.81
O -2.55352 0.39167 4.62991 0.1 1.1 -0.7 -0.51
H -2.22558 5.94009 -0.51767 0.0 -0.1 0.0 0.27
H 1.54019 -7.05618 -7.37272 -0.1 0.0 0.1 0.29
C 6.58358 -4.33463 -0.19736 0.0 -0.2 0.1 -0.24
H 4.59525 -1.29674 -0.55151 -0.3 0.2 0.1 0.23
C -0.81876 3.90600 2.78074 -0.6 0.3 0.3 -1.21
H -0.95793 -2.16703 -10.04825 0.1 -0.1 0.0 0.30
H -0.90906 2.04966 5.69200 0.1 -0.2 0.2 0.22
C -6.61552 -0.47537 2.97336 -0.1 -0.3 0.0 -0.45
H -3.25064 -0.77826 2.33929 0.1 0.6 -0.1 0.05
H -8.48421 6.89005 0.24596 0.0 0.0 0.1 0.30
H 5.33468 -0.20122 0.63960 -0.1 0.0 0.1 0.31
H -1.15687 1.75044 0.77638 0.2 -0.1 0.1 0.27
Cl 6.48524 -2.70851 -0.89968 0.3 -0.2 -0.2 -0.15
C 1.26970 1.58461 1.97018 0.4 0.5 0.3 0.99
H 2.61896 -5.64837 -7.21291 0.0 0.0 0.1 0.29
C 7.64816 -3.74922 -4.55355 0.0 0.1 0.0 -0.12
Cl -3.29750 3.94983 -1.18496 0.0 0.0 -0.1 -0.13
C 4.40158 -0.55786 0.21782 -0.1 0.0 -0.1 -0.18
O 1.76795 2.32621 3.09602 0.2 -0.7 0.0 -0.27
Cl -7.03230 6.71768 2.08718 -0.1 0.0 0.1 -0.14
H -7.27325 8.19527 0.27486 0.0 0.0 0.1 0.25
H 4.11045 2.24760 4.67346 -0.3 -0.1 0.0 0.36
H -1.19147 4.89841 3.03789 0.1 0.0 0.0 0.67
B -1.36097 0.86770 4.16225 -0.7 0.0 1.2 0.52
H -3.42852 6.21900 -1.79737 -0.1 -0.1 0.0 0.35
C 5.26589 -0.95686 6.09444 0.1 0.0 0.0 -0.33
Cl 6.01416 -0.43438 4.58074 0.3 -0.2 0.1 -0.12
C -3.12821 -1.49451 -2.29563 0.1 0.0 -0.1 -0.35
H 5.69695 -1.90753 6.38477 -0.1 0.0 -0.1 0.34
H -1.74001 -2.81866 -5.13873 0.0 0.0 0.0 0.23
H -0.03373 4.04951 2.03931 0.1 -0.2 0.1 0.25
H 4.16718 0.98742 3.42702 -0.4 -0.1 0.1 -0.09
H -1.57288 -1.04177 0.85577 -0.2 0.7 0.1 -0.03
C 3.06652 2.74374 2.83654 0.2 0.1 0.2 0.64
Br -3.64290 3.38022 3.19355 0.6 -0.1 0.1 -0.07
P -1.86158 -0.91826 2.22746 0.7 -1.9 0.1 0.47
Cl -3.56107 -1.96146 -6.35848 0.1 0.0 0.0 -0.18
Cl -3.52525 -4.19226 -4.46202 0.0 -0.1 0.0 -0.16
H 0.82135 -0.03168 3.26716 -0.2 0.0 0.2 0.49
C -1.74437 1.71250 1.69455 -0.5 0.2 -0.3 -0.50
Cl 3.53734 0.81802 -0.49359 0.2 -0.1 -0.2 -0.17
H -7.58089 0.00458 2.86362 0.1 0.1 -0.1 0.33
H 7.51420 -4.78781 -0.51674 0.0 0.1 0.0 0.26
Cl -3.66229 -0.52987 -0.90689 -0.2 0.2 0.0 -0.10
H -3.90146 -2.21146 -2.54122 0.0 0.0 0.1 0.28
H -2.26359 -3.92216 -6.43127 -0.1 0.0 0.0 0.02
H 0.83330 2.28085 1.25217 -0.1 -0.2 -0.1 0.06
H 0.08053 0.75812 5.63710 0.4 0.2 -0.2 0.19
C -1.98310 3.14258 2.15749 0.5 0.6 -0.2 0.57
Cl -4.40072 6.19704 0.34434 0.2 -0.1 -0.1 -0.07
O 3.27563 3.58367 2.02157 -0.1 0.4 -0.5 -0.53
Cl -2.11483 -3.82752 -11.24173 0.0 0.0 0.0 -0.15
H 2.12146 1.11874 1.46732 -0.3 0.0 0.0 -1.12
H 8.41504 -3.07707 -4.92025 0.0 -0.1 0.0 0.30
Cl -5.36026 0.78410 2.91116 -0.4 0.0 0.0 -0.05
Cl 3.45433 -1.33221 1.50115 0.0 0.0 0.0 -0.13
Cl 3.51528 -1.15723 5.91942 0.0 0.0 0.0 -0.12
Cl -6.40394 -1.65658 1.68060 0.0 0.0 0.0 -0.12
H -2.22091 3.68536 1.24586 -0.2 -0.2 -0.1 -0.34
Cl 0.58387 -5.34434 -6.07582 0.0 0.0 0.1 -0.09
C 1.93435 -6.30896 -6.69402 0.1 -0.1 -0.1 -0.34
Cl -9.14456 8.68681 1.60673 0.0 0.0 0.0 -0.15
H 5.73839 -4.91330 -0.55082 0.0 0.1 0.0 0.29
Cl -0.85723 -4.01991 -8.60205 0.0 0.1 -0.2 -0.09
N -1.10090 0.71325 2.62709 -0.1 -0.7 0.1 0.44
H 5.11095 2.44643 3.24970 0.0 0.1 0.0 0.42
H -2.94959 -0.82782 -3.13186 0.0 0.0 0.1 0.31
H -2.54010 -2.54074 -9.32168 0.0 -0.1 0.0 0.15
H 0.45094 -0.31633 1.60008 -0.1 0.1 -0.1 0.57
C -1.64949 -2.95681 -9.77899 -0.1 0.1 -0.1 -0.19
H 6.87154 -3.19424 -4.03967 0.0 -0.1 0.0 0.13
H -6.54796 -0.98392 3.92824 0.1 0.0 0.0 0.29
Cl 2.80664 -7.12380 -5.39402 0.0 0.0 0.0 -0.15
Cl 6.92812 -4.59378 -5.92654 0.0 0.0 0.0 -0.15
C -7.96165 7.60578 0.86968 0.0 0.0 -0.1 -0.26
S -1.07818 -2.38553 3.19412 -0.2 0.5 0.0 -0.26
H -3.33339 0.71031 4.13963 -0.2 -0.5 0.1 0.16
H -0.43374 3.47072 3.69910 0.2 -0.1 -0.2 0.12
Cl 8.38850 -4.87191 -3.40442 0.0 0.0 0.0 -0.15
C 4.15712 2.05841 3.60087 0.2 0.3 0.0 -0.68
N -0.39654 1.44281 5.05569 -0.2 -0.3 -0.3 -0.32
C 0.38419 0.43701 2.38946 0.4 0.3 -0.5 -1.15
C -2.59443 -3.25971 -5.64155 0.1 0.0 0.1 0.09
Cl -1.63348 -2.36304 -1.92293 0.0 0.0 0.0 -0.14
Cl 6.54251 -4.27771 1.56570 0.0 0.0 0.0 -0.14
H 5.45564 -0.20645 6.85286 0.0 0.0 0.0 0.27
H -2.70901 1.30527 1.37416 0.0 0.0 0.2 0.41
C -3.22119 5.69616 -0.87118 0.0 0.2 0.0 -0.37

***

8
Properties=species:S:1:pos:R:3:forces:R:3:mulliken_charge:R:1 method="wB97M-V/def2-TZVPD" e_lumo_ev=0.4 smiles=Sc1cnno1 orbital_gap_ev=10.01
C -0.38182 -0.56778 -0.53702 -0.4 -0.4 -0.5 -0.32
N -0.60527 0.21512 -1.65031 0.6 0.0 -0.1 -0.19
N -0.03441 1.31705 -1.55746 -0.4 0.1 0.0 -0.12
H -0.05598 -1.01062 2.19289 1.4 1.4 0.0 0.15
C 0.34112 0.21746 0.28953 0.5 -0.5 2.4 0.44
H -0.73059 -1.60504 -0.49248 0.2 0.8 0.2 0.39
S 0.87671 0.05906 2.00846 -1.7 -1.6 -1.1 -0.19
O 0.59024 1.37475 -0.25362 -0.1 0.3 -0.8 -0.16

***

55
Properties=species:S:1:pos:R:3:forces:R:3:mulliken_charge:R:1 method="wB97M-V/def2-TZVPD" e_lumo_ev="0.3 / 0.3" s2=8.774 orbital_gap_ev="6.76 / 6.76" multiplicity=6
H 0.00883 2.31131 -5.41008 0.0 -0.4 0.8 0.36
C -0.29451 -0.23540 3.59613 0.0 -0.5 0.1 1.55
C -1.77546 -0.83032 -2.50151 -0.7 1.3 1.3 -1.54
H -4.30137 0.23787 0.17192 -0.1 0.0 -0.4 0.39
H 2.89461 2.02169 2.50178 0.0 0.4 -0.2 0.38
H -0.00094 -3.11468 -3.62498 -0.2 0.4 -0.2 0.29
C -0.82081 0.77957 -4.10432 1.1 1.1 0.5 -1.19
H 4.41879 0.11288 0.35960 0.1 0.3 -0.3 0.40
Sm 0.05619 -0.45068 0.33724 -1.1 -1.4 0.9 0.02
C 0.02676 -1.38234 2.63806 0.1 0.5 -1.1 -1.50
H 1.21966 3.24927 -0.61025 0.1 -0.4 -0.2 0.35
H -0.15102 -3.38445 -1.75045 0.1 -1.1 0.3 0.42
H -2.13830 0.44303 2.59646 0.1 0.0 -0.1 0.25
H -0.53312 1.20736 0.92154 -0.3 2.1 0.6 -0.05
H -2.63936 -0.81247 -3.16497 0.2 -0.2 -0.4 0.40
C 0.15376 -0.56195 5.02912 -0.7 1.5 0.4 -1.64
C -0.85042 0.23629 -2.78809 0.1 0.2 -0.7 0.98
C -1.79514 0.09948 3.57374 0.2 0.3 0.5 -1.41
H -3.61547 -2.73375 0.27991 0.0 0.0 -0.2 0.42
H 0.43658 -4.21873 -0.24948 0.5 -1.2 -0.2 0.17
H 1.60783 -1.87885 0.00615 2.1 0.4 0.3 0.24
O 0.03571 -3.52321 -0.73330 -1.0 1.9 0.5 -0.63
H 1.07069 -1.73729 2.72129 -0.3 -0.2 0.4 0.31
C -3.18779 -2.60382 -0.72234 0.7 0.0 0.7 -1.42
H -1.47804 0.36039 -4.83171 -0.3 -0.1 -0.5 0.50
H -2.42434 -3.38167 -0.86876 -0.3 0.3 0.0 0.33
H 4.63676 1.74010 -0.35462 0.2 0.2 -0.1 0.43
C 1.73516 2.39769 -1.09357 0.2 -0.1 0.4 -1.06
H 2.64409 2.79480 -1.58065 -0.5 0.0 0.1 0.45
H 3.61198 3.10933 1.28309 0.3 0.3 -0.1 0.44
H 3.91314 0.41656 -1.32977 0.1 0.2 0.4 0.35
C -3.91891 0.11437 -0.85476 0.2 0.6 0.7 -1.36
H -4.66629 -0.35121 -1.48456 -0.2 0.0 -0.2 0.42
H 1.22005 -0.70485 5.09196 0.4 -0.2 0.0 0.38
H -0.10327 0.28776 5.71712 0.2 -0.6 -0.4 0.39
H 1.02966 -2.29894 -0.12344 0.1 -1.5 -0.5 -0.02
H -0.69768 -2.20126 2.66328 0.1 -0.2 0.4 0.36
H 0.25766 0.66363 3.25528 -0.2 -0.1 0.2 -0.15
H 1.86717 3.23076 1.68047 0.3 -0.3 0.0 0.35
O -0.70891 -3.07534 -2.97601 1.2 -3.0 -0.6 -0.76
P -2.43029 -0.93815 -0.80159 -0.4 -0.2 -1.1 1.13
C 0.83310 1.77169 -2.13850 -0.1 0.4 -1.3 0.65
H -2.01379 0.90665 4.29647 0.0 -0.3 -0.2 0.40
H -0.35987 -1.44029 5.40477 0.0 -0.3 0.0 0.33
H -1.10469 -2.18160 -2.83517 -0.5 1.8 -0.2 0.34
N 0.05340 0.70590 -1.86933 0.0 0.3 0.0 0.32
P 2.32565 1.28678 0.28456 0.2 1.1 -0.4 0.83
H -3.64274 1.10655 -1.24996 -0.1 -0.4 0.2 0.34
C 0.02042 1.85796 -4.39506 -1.0 -0.6 -0.6 -0.36
C 4.00182 0.86764 -0.32429 -0.4 -0.9 0.0 -1.42
H -2.39725 -0.77027 3.85700 0.1 0.0 0.0 0.32
H 1.46996 3.24175 -3.56542 0.0 0.0 -0.1 0.44
H -3.96126 -2.67426 -1.46257 -0.4 -0.2 -0.4 0.45
C 2.72723 2.55596 1.55256 -0.7 -0.7 0.5 -1.34
C 0.82687 2.38924 -3.39598 0.2 -0.4 0.7 -1.00